(1)
Here is C32H55ClN3O2PSc as an isolated structure in a non-equilibrium geometry from the OMol25 dataset. Energies are from ωB97M-V with the def2-TZVPD basis set.

Properties
* molecular weight: 625.194 g mol⁻¹
* LUMO level (spin up / spin down): 2.36 / 2.35 eV
* energy: -3129.2752 Ha
* relative energy (zero: lowest compared OMol25 entry of this formula, charge and spin): 0.0 kcal per mole
* net charge: -1
* highest occupied orbital energy (spin up / spin down): 0.0000 / -0.0023 Eh

The geometry in XYZ format:
```
95
Properties=species:S:1:pos:R:3:lowdin_charge:R:1
C 2.371 0.683 -2.687 -0.279
C -5.592 0.477 2.844 -0.096
Cl 0.823 -2.083 -1.060 0.067
C -0.716 -1.700 2.813 -0.103
H -0.500 2.965 3.153 0.086
C -4.584 -1.337 1.406 -0.096
C 2.121 0.292 2.338 -0.333
C 1.338 -2.853 2.306 -0.050
C -4.047 -1.135 3.758 -0.107
H -3.868 2.321 4.386 0.069
H -1.172 -1.915 1.835 0.065
H 0.666 -3.304 1.570 0.056
H 1.854 -1.750 4.686 0.127
H -3.653 -1.859 1.158 0.070
H -5.685 0.698 0.006 0.033
H 0.550 2.367 -3.855 0.118
H -1.005 0.805 5.653 0.087
O 2.413 -0.009 3.596 0.025
H 3.839 1.487 1.912 0.124
H 4.193 -0.433 -2.482 0.081
H -1.621 -2.322 -2.236 0.040
C 3.440 0.165 -1.958 -0.100
H -3.436 -2.187 -1.977 0.092
H -3.340 0.148 -0.345 0.019
H 1.390 -3.486 3.198 0.084
H -1.679 -0.565 4.777 0.046
H -5.305 -2.102 1.747 0.089
H -3.705 0.487 -3.746 0.120
C -2.811 2.608 4.190 -0.122
H -3.596 1.374 -1.513 0.057
C -4.232 3.464 1.526 -0.199
H -2.418 3.044 5.134 0.091
H -0.284 1.261 2.470 0.033
C -1.835 0.491 4.999 -0.121
H 2.285 2.331 1.851 0.111
H -3.628 4.226 2.027 0.067
C -0.919 1.245 -2.836 -0.314
C 1.418 1.486 -2.038 -0.266
H 5.397 -0.787 -0.550 0.068
C -3.586 0.303 -1.398 -0.143
H 0.931 2.488 -0.151 0.063
C 2.223 0.333 -4.143 -0.053
C 0.774 -1.522 2.748 -0.538
C -2.433 -1.781 -1.748 -0.064
H -2.798 3.389 3.419 0.042
H -5.429 1.175 3.674 0.066
H -4.989 -0.897 0.498 0.041
H -5.338 2.047 -1.092 0.056
O -1.756 1.186 -3.861 0.031
H -6.138 2.351 0.451 0.049
C 0.282 2.132 -2.808 -0.070
P -2.826 0.842 1.996 0.977
Sc 0.049 -0.102 -0.073 0.438
H -4.538 -0.166 -1.670 0.103
H -2.310 -1.868 -0.648 0.053
C -1.925 1.419 3.800 -0.537
H -3.105 -1.674 3.672 0.059
H 1.348 -0.313 -4.305 0.082
H -1.761 3.516 0.619 0.080
H -5.980 1.019 1.988 0.030
C 2.644 1.143 0.093 -0.263
H -4.683 4.010 0.695 0.073
H 0.648 -0.414 4.635 0.103
H 2.318 -2.712 1.849 0.083
H -4.042 -0.522 4.661 0.061
H 4.315 -1.136 0.805 0.075
N -1.724 0.125 1.075 -0.363
C 1.388 -0.995 4.048 -0.025
C -2.383 2.795 0.050 -0.123
H -2.534 -0.797 -4.273 0.135
H -1.745 1.969 -0.318 0.019
H 5.267 0.361 0.798 0.069
H 0.001 3.085 -2.328 0.109
H 2.112 1.219 -4.781 0.069
H -2.740 0.605 5.602 0.068
H -4.862 -1.873 3.880 0.090
H 3.107 -0.220 -4.485 0.068
H -1.106 -0.733 3.131 0.011
C -0.537 1.876 3.353 -0.097
H -1.002 -2.520 3.494 0.106
C 1.567 1.728 -0.638 -0.192
N 1.144 -0.437 1.801 0.037
C -4.323 -0.312 2.509 -0.594
H -2.745 3.316 -0.836 0.080
H -5.099 3.226 2.132 0.060
C -2.463 -0.311 -2.148 -0.532
C -3.614 2.260 0.864 -0.377
C 3.582 0.352 -0.583 -0.271
C -5.310 1.756 -0.016 -0.045
H 0.235 1.654 4.105 0.076
N -1.163 0.369 -1.865 0.043
C -2.711 0.067 -3.603 -0.034
C 2.787 1.388 1.581 -0.066
C 4.698 -0.329 0.161 -0.051
H -6.365 -0.238 3.179 0.090
```



(2)
Here is C13H22Cl2N3O2Ti as an isolated structure in a non-equilibrium geometry from the OMol25 dataset. Energies are from ωB97M-V with the def2-TZVPD basis set.

Properties
* molecular weight: 371.111 g mol⁻¹
* LUMO level (spin up / spin down): -2.51 / -2.59 eV
* energy: -2593.0184 Ha
* 2S+1: 3
* relative energy (zero: lowest compared OMol25 entry of this formula, charge and spin): 30.7 kcal per mole
* net charge: +1
* highest occupied orbital energy (spin up / spin down): -0.3179 / -0.3995 Eh

The geometry in XYZ format:
```
43
Properties=species:S:1:pos:R:3:lowdin_charge:R:1
H 0.966 -2.461 -1.666 0.111
H 1.430 -1.126 -3.563 0.131
C 2.061 1.438 0.179 -0.171
C -1.834 -2.366 4.939 -0.083
H -3.224 -0.778 5.371 0.107
C 1.884 0.083 -1.834 -0.187
H 1.553 -3.991 3.268 0.088
O 0.655 -2.376 0.764 -0.246
Cl -2.102 -2.622 -0.113 0.750
H 0.501 1.389 -1.137 0.129
C -0.941 -2.878 4.036 -0.028
C -2.282 -0.534 3.474 -0.016
H -2.027 -2.893 5.859 0.106
H 0.122 -0.027 -3.079 0.105
H 3.180 1.009 1.980 0.132
C -2.514 -1.180 4.665 -0.075
O -1.225 -0.316 1.423 -0.299
H -3.594 -1.702 -1.700 0.053
H 0.839 0.665 2.413 0.130
C 0.902 -0.700 -2.699 -0.232
N 0.288 -1.717 -1.847 -0.086
N 1.328 -0.060 1.884 -0.016
H -0.463 -3.815 4.265 0.103
H -2.813 0.373 3.215 0.119
C 1.024 -4.106 2.325 -0.016
H 2.427 0.825 -2.437 0.139
H 3.100 -0.359 0.841 0.126
Cl -2.040 0.018 -1.245 0.696
C -3.094 -1.334 -0.802 -0.828
C -1.358 -1.010 2.533 -0.365
N 1.158 0.718 -0.729 -0.158
H -3.802 -0.992 -0.047 0.059
H 1.747 -4.349 1.548 0.085
C 0.315 -2.835 1.929 -0.422
H -0.505 -2.149 -2.323 0.084
H 2.616 -0.614 -1.414 0.133
C 2.531 0.476 1.270 -0.202
H 0.328 -4.937 2.422 0.091
C -0.636 -2.233 2.804 -0.147
H 1.517 2.263 0.654 0.137
H 2.917 1.863 -0.361 0.132
H 1.538 -0.828 2.522 0.115
Ti 0.004 -0.797 0.239 0.716
```



(3)
Here is C6H9NS as an isolated structure in a non-equilibrium geometry from the OMol25 dataset. Energies are from ωB97M-V with the def2-TZVPD basis set.

Properties
* molecular weight: 127.212 g mol⁻¹
* LUMO level: 0.90 eV
* energy: -686.8363 Ha
* relative energy (zero: lowest compared OMol25 entry of this formula, charge and spin): 79.4 kcal per mole
* highest occupied orbital energy: -0.3269 Eh

The geometry in XYZ format:
```
17
Properties=species:S:1:pos:R:3:lowdin_charge:R:1
H -2.230 0.649 0.078 0.071
C -0.608 0.048 -0.921 -0.254
H 0.475 2.230 -0.299 0.109
H -1.351 -2.084 -1.472 0.105
C -1.187 -1.314 -0.721 -0.076
N -1.290 0.831 0.179 0.021
S 1.922 -1.235 0.043 0.705
H 2.901 -0.227 -0.351 -0.083
C 0.585 0.110 0.094 -0.701
H -1.386 -2.360 1.257 0.091
H -0.608 0.153 2.121 0.135
C -0.582 -0.119 1.070 -0.250
C -1.058 -1.574 0.604 -0.022
H -0.676 0.467 -1.874 0.122
H 1.971 1.399 -0.825 0.073
C 1.267 1.489 0.073 -0.104
H 1.856 1.538 0.945 0.057
```



(4)
Here is a 4-piece molecular cluster, C3H13O3S overall in a non-equilibrium geometry from the OMol25 dataset. Energies are from ωB97M-V with the def2-TZVPD basis set.

Properties
* molecular weight: 129.201 g mol⁻¹
* LUMO level: 3.45 eV
* energy: -746.0352 Ha
* relative energy (zero: lowest compared OMol25 entry of this formula, charge and spin): 24.4 kcal per mole
* net charge: -1
* highest occupied orbital energy: -0.1149 Eh

The geometry in XYZ format:
```
20
Properties=species:S:1:pos:R:3:lowdin_charge:R:1
H 1.610 0.620 -1.040 0.085
C 0.336 1.953 0.067 -0.118
H 0.614 1.746 1.074 0.050
C 0.369 -0.600 0.154 -0.819
H 1.933 -1.197 3.984 -0.034
H -1.895 0.603 -0.691 -0.010
H -2.607 -0.641 -0.667 0.037
H 0.582 -0.621 3.845 -0.017
C 0.563 0.662 -0.701 -0.388
H -0.731 2.185 0.134 0.060
H 0.014 -1.479 -0.394 0.020
H -0.530 -2.279 -3.055 0.033
O 1.199 -0.896 4.535 -0.140
H 0.055 0.531 -1.664 0.063
O -2.763 0.267 -0.970 -0.069
O -0.529 -1.404 -3.460 -0.066
H -0.289 -0.827 -2.721 -0.011
S 1.759 -1.067 1.210 0.225
H -0.514 -0.350 0.769 0.033
H 0.822 2.795 -0.409 0.065
```



(5)
Here is the molecule C20H23N3O2 in a non-equilibrium geometry from the OMol25 dataset. Energies are from ωB97M-V with the def2-TZVPD basis set.

Properties
* molecular weight: 337.423 g mol⁻¹
* structure (SMILES): CCCn1nc2cc(C(=O)NCc3ccccc3)ccc2c1OCC
* LUMO level: 0.51 eV
* energy: -1090.6733 Ha
* relative energy (zero: lowest compared OMol25 entry of this formula, charge and spin): 40.2 kcal per mole
* highest occupied orbital energy: -0.2927 Eh

The geometry in XYZ format:
```
48
Properties=species:S:1:pos:R:3:lowdin_charge:R:1
H -3.079 0.351 -7.605 0.101
C -2.396 1.355 -5.845 -0.049
C 0.335 -1.089 0.191 -0.020
H -0.944 2.947 -4.360 0.123
C 2.473 0.012 4.555 -0.131
C -2.543 1.514 -4.474 -0.213
H -0.206 2.709 1.023 0.127
C 1.131 -3.131 3.499 -0.225
H 5.624 0.838 3.355 0.070
H -0.337 1.044 -2.884 0.138
C 3.746 0.850 4.417 -0.231
H -4.774 -0.979 -6.404 0.099
H 0.472 -2.135 -0.037 0.110
C -0.045 1.667 0.799 0.063
H 4.213 0.933 5.400 0.107
C -4.149 -0.282 -5.864 -0.096
H 3.462 1.849 4.084 0.102
C -0.039 -3.610 2.652 -0.064
C -0.505 1.121 -0.373 -0.135
N 1.727 0.011 3.323 -0.082
C -0.317 -0.254 -0.669 -0.041
H -2.279 3.233 -3.213 0.129
H 2.726 -1.023 4.794 0.123
H 0.758 -2.622 4.399 0.123
C 0.833 -0.552 1.391 -0.089
H 5.009 -0.771 3.744 0.075
C 4.725 0.231 3.428 -0.097
H -0.642 -4.305 3.230 0.078
O -2.007 2.880 -0.949 0.066
C -3.199 0.464 -6.537 -0.089
H 1.756 -3.975 3.802 0.123
O 2.027 -2.270 2.793 -0.035
H -1.653 1.935 -6.375 0.107
H -3.620 0.888 -2.738 0.116
C 1.542 -1.040 2.492 -0.236
H 1.837 0.432 5.339 0.129
C -4.299 -0.132 -4.494 -0.082
C 0.649 0.837 1.691 -0.213
H 0.326 -4.115 1.762 0.079
H -0.662 -2.771 2.350 0.073
C -1.669 2.464 -3.697 -0.127
C -1.246 2.007 -1.319 -0.467
N -0.976 1.779 -2.628 0.071
C -3.502 0.762 -3.804 -0.036
N 1.208 1.142 2.867 0.145
H -5.042 -0.710 -3.965 0.102
H 4.279 0.163 2.438 0.072
H -0.731 -0.655 -1.584 0.107
```



Repeat the fifth record exactly.
Here is the molecule C20H23N3O2 in a non-equilibrium geometry from the OMol25 dataset. Energies are from ωB97M-V with the def2-TZVPD basis set.

Properties
* molecular weight: 337.423 g mol⁻¹
* structure (SMILES): CCCn1nc2cc(C(=O)NCc3ccccc3)ccc2c1OCC
* LUMO level: 0.51 eV
* energy: -1090.6733 Ha
* relative energy (zero: lowest compared OMol25 entry of this formula, charge and spin): 40.2 kcal per mole
* highest occupied orbital energy: -0.2927 Eh

The geometry in XYZ format:
```
48
Properties=species:S:1:pos:R:3:lowdin_charge:R:1
H -3.079 0.351 -7.605 0.101
C -2.396 1.355 -5.845 -0.049
C 0.335 -1.089 0.191 -0.020
H -0.944 2.947 -4.360 0.123
C 2.473 0.012 4.555 -0.131
C -2.543 1.514 -4.474 -0.213
H -0.206 2.709 1.023 0.127
C 1.131 -3.131 3.499 -0.225
H 5.624 0.838 3.355 0.070
H -0.337 1.044 -2.884 0.138
C 3.746 0.850 4.417 -0.231
H -4.774 -0.979 -6.404 0.099
H 0.472 -2.135 -0.037 0.110
C -0.045 1.667 0.799 0.063
H 4.213 0.933 5.400 0.107
C -4.149 -0.282 -5.864 -0.096
H 3.462 1.849 4.084 0.102
C -0.039 -3.610 2.652 -0.064
C -0.505 1.121 -0.373 -0.135
N 1.727 0.011 3.323 -0.082
C -0.317 -0.254 -0.669 -0.041
H -2.279 3.233 -3.213 0.129
H 2.726 -1.023 4.794 0.123
H 0.758 -2.622 4.399 0.123
C 0.833 -0.552 1.391 -0.089
H 5.009 -0.771 3.744 0.075
C 4.725 0.231 3.428 -0.097
H -0.642 -4.305 3.230 0.078
O -2.007 2.880 -0.949 0.066
C -3.199 0.464 -6.537 -0.089
H 1.756 -3.975 3.802 0.123
O 2.027 -2.270 2.793 -0.035
H -1.653 1.935 -6.375 0.107
H -3.620 0.888 -2.738 0.116
C 1.542 -1.040 2.492 -0.236
H 1.837 0.432 5.339 0.129
C -4.299 -0.132 -4.494 -0.082
C 0.649 0.837 1.691 -0.213
H 0.326 -4.115 1.762 0.079
H -0.662 -2.771 2.350 0.073
C -1.669 2.464 -3.697 -0.127
C -1.246 2.007 -1.319 -0.467
N -0.976 1.779 -2.628 0.071
C -3.502 0.762 -3.804 -0.036
N 1.208 1.142 2.867 0.145
H -5.042 -0.710 -3.965 0.102
H 4.279 0.163 2.438 0.072
H -0.731 -0.655 -1.584 0.107
```



Q: relative energy (zero: lowest compared OMol25 entry of this formula, charge and spin) of number 1 (C32H55ClN3O2PSc)?
A: 0.0 kcal per mole



Q: Which value of energy does entry 3 give?
A: -686.8363 Ha